[1]
C10H23NSi | wB97M-V/def2-TZVPD

Geometry as XYZ:
```
35
Properties=species:S:1:pos:R:3:forces:R:3
C 2.185 0.353 3.174 3.7 -0.6 -2.5
C 2.357 -0.024 1.888 0.8 -2.1 -0.4
Si 1.073 -0.618 0.546 0.9 0.8 -0.2
C 0.649 1.021 -0.414 0.7 -0.2 0.5
C 1.800 1.735 -1.210 -1.5 -1.3 -1.1
C 0.329 1.968 0.717 -1.3 -1.0 0.8
N 1.680 -1.823 -0.563 0.5 0.7 0.9
C 1.076 -2.007 -1.863 -1.4 -1.3 0.3
C 2.510 -2.898 -0.128 -0.3 -2.5 1.7
H 3.127 0.479 3.728 -0.7 0.0 0.2
H 1.310 0.647 3.607 -2.4 0.6 1.0
H 3.416 -0.389 1.574 -1.5 1.0 0.7
H -0.002 -1.304 1.324 -0.3 0.5 -0.1
H -0.279 0.863 -0.941 -0.1 0.0 -0.9
H 1.448 2.766 -1.423 0.7 -0.4 0.5
H 2.720 1.633 -0.633 0.0 0.5 -0.2
H 1.934 1.281 -2.219 0.2 0.1 0.7
H 1.210 2.106 1.298 0.6 0.9 0.3
H -0.349 1.467 1.404 -0.3 -0.2 0.4
H -0.234 2.844 0.450 0.3 0.8 -0.4
H 1.153 -3.134 -2.157 0.4 2.2 -0.1
H -0.034 -1.877 -1.817 0.5 0.1 0.1
H 1.419 -1.223 -2.529 0.3 -0.6 -0.8
H 1.954 -3.912 -0.409 1.5 1.7 0.8
H 3.549 -2.931 -0.452 0.0 0.1 -1.1
H 2.764 -2.910 0.995 -1.2 0.2 -1.2
C -5.157 0.345 -1.472 -0.5 -0.9 -0.2
C -4.135 0.161 -0.694 0.6 1.2 2.5
C -3.819 1.174 0.405 2.8 -1.1 -1.7
H -5.864 1.062 -1.144 -0.7 0.9 -0.5
H -5.371 -0.372 -2.225 -0.5 -0.3 -0.7
H -3.499 -0.683 -0.666 0.7 -0.8 -0.7
H -3.279 0.714 1.233 -0.5 -0.1 0.3
H -4.670 1.725 0.700 -0.6 0.9 0.3
H -2.972 1.761 -0.085 -1.3 0.1 0.8
```
Positions in Å, forces in eV/Å.

The SMILES is C=C[Si@@H](C(C)C)N(C)C.C=CC. For the strongest force on any atom, the calculation gives 4.5 eV/Å. The value obtained for the frontier orbital gap is 9.181 eV.



[2]
C5H11NO2 | wB97M-V/def2-TZVPD

Geometry as XYZ:
```
19
Properties=species:S:1:pos:R:3:forces:R:3
C -1.575 -0.380 0.798 2.6 0.2 -3.1
C -1.339 -1.513 0.004 -0.6 0.9 1.7
N -0.789 -1.119 -1.206 0.2 -1.3 -2.0
C -0.416 0.255 -1.036 1.4 -0.9 -0.1
C -0.897 0.701 0.202 -0.6 -0.9 -0.7
C 0.365 0.854 -2.126 -2.0 2.2 0.4
H -2.069 -0.313 1.668 -1.6 -0.1 3.1
H -1.699 -2.430 0.338 -0.5 -1.9 -0.5
H -0.327 -1.813 -1.903 -0.7 1.9 2.0
H -0.750 1.639 0.673 0.1 0.9 0.0
H -0.190 1.748 -2.597 1.0 -0.5 0.5
H 1.335 1.103 -1.783 1.2 1.0 0.0
H 0.485 0.213 -2.938 0.2 -1.5 -1.3
H 0.320 0.372 2.894 -0.3 0.9 0.1
H 0.096 1.906 3.342 0.4 -1.7 0.0
O 0.384 1.004 3.640 -0.2 0.8 -0.1
H 1.804 -0.449 -0.459 0.4 0.2 0.3
H 2.545 -1.214 0.586 0.1 -0.2 0.3
O 2.719 -0.564 -0.096 -0.8 0.0 -0.5
```
Positions in Å, forces in eV/Å.

Its net charge is -1. Its spin multiplicity is 2. For the strongest force on any atom, the calculation gives 4.0 eV/Å. The value obtained for the frontier orbital gap (alpha / beta) is 2.560 / 6.667 eV.



[3]
C29H33N2O2S | wB97M-V/def2-TZVPD

Geometry as XYZ:
```
67
Properties=species:S:1:pos:R:3:forces:R:3
C 1.641 3.132 4.635 0.4 -0.3 0.6
O 0.941 3.918 3.697 -1.9 -0.9 -2.0
C 0.103 3.212 2.840 0.8 0.8 0.6
C -0.547 3.929 1.820 0.2 0.4 0.2
C -1.354 3.308 0.907 0.1 -0.1 0.2
C -1.564 1.911 0.954 -0.2 -0.3 -0.1
C -2.343 1.288 -0.051 0.5 -0.5 0.5
C -2.458 -0.092 -0.341 0.2 0.3 0.1
C -3.426 -0.531 -1.271 0.1 -0.2 0.1
C -3.597 -1.861 -1.537 -0.2 -0.4 -0.3
C -2.823 -2.847 -0.898 -0.6 -1.1 -0.3
O -3.101 -4.178 -1.184 0.2 2.8 0.2
C -2.395 -5.118 -0.407 0.3 -0.6 0.3
C -1.809 -2.414 -0.029 0.0 -0.6 0.1
C -1.618 -1.083 0.217 0.0 0.1 -0.3
C -0.979 1.215 2.035 -0.2 0.2 0.0
C -0.152 1.835 2.930 0.4 0.1 0.4
H 2.234 3.795 5.266 -0.2 0.1 -0.2
H 0.941 2.587 5.268 0.1 -0.1 0.1
H 2.314 2.446 4.118 0.0 -0.1 0.1
H -0.389 4.991 1.771 0.1 0.3 0.0
H -1.831 3.877 0.128 0.0 0.2 -0.1
H -2.907 1.949 -0.686 -0.2 0.2 -0.2
H -4.027 0.205 -1.777 -0.2 0.1 -0.1
H -4.337 -2.183 -2.247 -0.2 -0.1 -0.2
H -2.704 -6.118 -0.711 -0.1 0.3 -0.1
H -1.323 -5.019 -0.577 0.0 -0.1 0.1
H -2.635 -4.982 0.649 0.1 0.0 0.0
H -1.155 -3.130 0.436 0.2 -0.1 0.0
H -0.747 -0.787 0.772 0.1 -0.1 0.0
H -1.252 0.191 2.214 0.0 0.0 0.2
H 0.290 1.256 3.720 0.0 -0.1 0.1
C -6.538 4.688 3.463 0.0 -0.3 0.0
C -5.833 3.407 2.992 0.1 -0.1 0.0
C -6.285 3.052 1.570 0.1 0.0 0.1
C -4.312 3.635 2.989 -0.2 -0.2 0.0
C -6.143 2.201 3.948 -0.5 1.3 0.6
C -7.654 2.000 4.204 0.1 0.2 -0.3
C -7.930 0.691 4.929 0.2 -0.1 0.1
N -7.198 -0.394 4.275 -0.4 -0.5 -0.2
C -7.624 -1.749 4.249 0.6 0.7 -0.2
C -6.694 -2.569 3.604 0.0 0.5 0.1
C -6.910 -3.927 3.490 0.3 0.2 -0.1
C -8.070 -4.471 4.008 -0.1 -0.1 0.1
C -9.007 -3.665 4.635 0.1 -0.2 -0.1
C -8.795 -2.307 4.762 0.4 0.7 0.0
S -5.325 -1.624 3.005 0.0 0.0 0.0
C -6.003 -0.105 3.621 -0.4 0.7 0.3
N -5.462 1.053 3.465 0.0 -2.6 -0.5
H -6.253 4.936 4.487 0.0 0.0 0.1
H -6.273 5.534 2.826 0.1 0.0 0.0
H -7.622 4.579 3.426 0.0 0.0 0.0
H -5.804 2.130 1.242 0.0 -0.1 0.0
H -7.363 2.905 1.519 -0.1 0.0 -0.1
H -6.023 3.841 0.864 0.0 0.1 0.0
H -3.796 2.728 2.676 0.0 0.0 0.0
H -4.033 4.438 2.305 -0.1 0.1 0.0
H -3.956 3.897 3.985 0.0 0.1 0.1
H -5.677 2.443 4.916 -0.1 0.2 0.0
H -8.057 2.847 4.772 0.1 -0.3 0.0
H -8.186 2.009 3.250 0.0 -0.2 0.0
H -7.600 0.748 5.971 0.0 0.1 0.0
H -8.996 0.448 4.940 0.1 0.1 -0.1
H -6.174 -4.542 3.003 0.1 -0.2 -0.1
H -8.245 -5.530 3.923 0.0 -0.2 0.0
H -9.909 -4.107 5.028 -0.1 0.0 0.1
H -9.526 -1.687 5.248 -0.2 0.1 0.2
```
Positions in Å, forces in eV/Å.

Its net charge is +1. For the strongest force on any atom, the calculation gives 2.9 eV/Å. The value obtained for the frontier orbital gap is 4.530 eV.



[4]
C4H14O2S | wB97M-V/def2-TZVPD

Geometry as XYZ:
```
21
Properties=species:S:1:pos:R:3:forces:R:3
C 0.490 2.734 0.924 -0.4 0.7 -0.3
C 1.339 2.019 -0.108 -0.9 -0.6 -0.7
C 0.446 1.083 -0.958 0.1 0.0 0.5
C 1.073 0.661 -2.278 -0.6 0.1 -0.8
S 0.161 -0.819 -2.842 -0.2 -0.2 0.1
H 1.057 3.371 1.592 0.3 -0.1 0.3
H -0.094 2.026 1.492 0.0 -0.3 0.4
H -0.259 3.402 0.473 0.3 -0.2 -0.2
H 1.797 2.705 -0.828 0.3 0.1 0.4
H 2.079 1.397 0.390 0.4 0.2 -0.1
H 0.146 0.192 -0.391 0.3 0.1 0.1
H -0.492 1.604 -1.145 -0.1 0.1 -0.3
H 0.916 1.452 -3.020 0.2 -0.1 0.1
H 2.128 0.429 -2.247 0.3 0.0 0.4
H 0.828 -1.152 -3.954 0.2 0.2 0.0
O -1.828 -3.601 3.219 -0.2 0.3 0.0
H -0.991 -4.051 3.354 -0.1 -0.2 -0.1
H -2.397 -4.165 2.682 0.3 0.0 0.1
O -1.214 -0.416 3.345 0.1 0.1 -0.1
H -1.382 -1.297 2.989 -0.1 -0.1 0.2
H -1.061 -0.547 4.286 -0.1 -0.1 -0.1
```
Positions in Å, forces in eV/Å.

The SMILES is CCCCS.O.O. For the strongest force on any atom, the calculation gives 1.2 eV/Å. The value obtained for the frontier orbital gap is 9.434 eV.



ΔE to the lowest compared entry with this formula, charge and spin, respectively: 44.3 48.4 0.0 7.4 kcal/mol.